No. 1
The following is a quantum chemistry calculation of the molecule C6H12O, from the Open Molecules 2025 dataset.

The geometry in XYZ format:
```
19
Properties=species:S:1:pos:R:3:forces:R:3
C -2.114578 0.688798 -0.080240 0.0 0.0 0.0
C -1.121786 -0.353657 0.421277 -0.2 -0.1 0.0
C -0.646544 -1.304583 -0.696934 -0.2 -0.1 0.1
O 0.658715 -0.895207 -1.043586 0.1 0.1 -0.1
C 1.286843 -0.356127 0.112001 0.1 0.1 0.2
C 2.349556 0.616232 -0.350807 0.1 0.0 0.0
C 0.171727 0.301821 0.931290 0.0 0.0 -0.1
H -3.064272 0.230588 -0.375412 0.1 0.1 0.0
H -1.697053 1.211112 -0.951001 -0.1 -0.1 0.1
H -2.309849 1.430193 0.701867 -0.1 -0.1 -0.1
H -1.567906 -0.933583 1.232717 -0.1 0.0 -0.1
H -0.662789 -2.351623 -0.354298 0.1 0.1 0.0
H -1.259079 -1.241359 -1.604685 0.1 0.0 0.2
H 1.723741 -1.173053 0.709515 0.1 0.0 -0.2
H 3.082939 0.130994 -0.999911 -0.1 0.0 0.1
H 2.864586 1.056934 0.508190 0.0 -0.1 -0.1
H 1.863305 1.417977 -0.917223 0.1 -0.1 0.1
H 0.138255 1.384396 0.754659 0.1 -0.2 0.0
H 0.304187 0.140145 2.002588 0.1 0.1 -0.1
```
Positions in Å, forces in eV/Å.

HOMO energy = -0.353 Ha
spin multiplicity = 1
charge = 0
ΔE to the lowest compared entry with this formula, charge and spin = 8.5 kcal per mole
largest force on an atom = 0.27 eV/A
SMILES = C[C@H]1CO[C@@H](C)C1
LUMO energy = 1.1 eV


No. 2
The following is a quantum chemistry calculation of a cluster of 2 separate species, C5H13NO3 in total, from the Open Molecules 2025 dataset.

The geometry in XYZ format:
```
22
Properties=species:S:1:pos:R:3:forces:R:3
C 2.718318 0.112366 -2.003508 0.1 0.0 -0.1
C -0.559328 -0.593635 -0.855403 -0.9 0.1 1.9
O 1.642141 0.961466 -1.705205 0.0 0.3 0.8
H 2.581473 -0.899883 -1.591070 0.0 0.1 -0.1
H 3.658445 0.516491 -1.618323 0.1 -0.1 0.0
H 2.789890 0.038238 -3.092479 0.1 -0.1 0.1
H -1.589605 -0.937070 -0.850663 0.0 -0.4 0.1
H -0.523427 0.197527 -1.599184 0.7 0.1 0.5
H 0.141903 -1.414869 -0.981892 0.1 0.3 -0.2
C -0.322068 -1.199334 1.587283 0.0 -0.5 0.4
N -0.336911 -0.061852 0.652127 -0.4 -0.4 -2.2
C -1.454302 0.891526 0.988953 -0.6 0.3 0.0
C -2.716793 0.498531 1.104350 0.1 0.1 0.0
O 0.827445 0.618849 0.761981 0.7 0.2 0.3
O -0.980546 2.106356 1.125922 0.6 -0.1 -0.1
H 1.499272 0.948191 -0.709262 0.0 -0.1 -1.1
H 0.039073 1.926965 1.019544 -0.6 0.0 0.1
H 0.540402 -1.818854 1.357844 0.0 0.1 -0.1
H -1.238397 -1.783762 1.508655 0.1 0.1 -0.1
H -0.214928 -0.816536 2.603939 -0.1 0.1 -0.2
H -3.028307 -0.518026 0.962614 0.0 -0.2 0.0
H -3.473751 1.227315 1.333776 0.0 0.1 0.0
```
Positions in Å, forces in eV/Å.

HOMO energy = -0.334 Ha
spin multiplicity = 1
charge = 0
ΔE to the lowest compared entry with this formula, charge and spin = 96.1 kcal per mole
largest force on an atom = 2.22 eV/A
SMILES = C=C(O)[N+](C)(C)[O-].CO
LUMO energy = 0.7 eV